Record 1
{
  "formula": "C11H10CrN2O4S",
  "method": "ωB97M-V with the def2-TZVPD basis set",
  "elements": ["Cr", "O", "N", "C", "C", "C", "C", "C", "S", "H", "H", "H", "H", "O", "C", "O", "H", "O", "N", "C", "C", "C", "C", "C", "H", "H", "H", "H", "H"],
  "positions_angstrom": [[-0.48173, -0.65662, 0.19325], [0.17041, 1.31844, -0.30217], [-0.53711, 2.13438, -1.03246], [0.03374, 3.30697, -1.38368], [-0.63222, 4.24546, -2.12620], [-1.93467, 3.97537, -2.54261], [-2.50401, 2.77183, -2.18900], [-1.81992, 1.82210, -1.41751], [-2.53556, 0.34823, -0.93416], [1.04435, 3.42778, -1.02695], [-0.13648, 5.17221, -2.37892], [-2.48869, 4.69548, -3.13008], [-3.50780, 2.52776, -2.50385], [0.30218, -0.75643, -2.73473], [0.47344, -1.86559, -2.23407], [0.33922, -2.19937, -1.00425], [0.84067, -2.68969, -2.88821], [-1.02793, -0.72177, 2.11960], [0.10799, -1.47545, 2.03589], [-0.01457, -2.86430, 1.95775], [1.01958, -3.68328, 2.28601], [2.23269, -3.15490, 2.77937], [2.31945, -1.76614, 2.94588], [1.27993, -0.95133, 2.60208], [-0.97379, -3.21394, 1.61071], [0.89716, -4.75075, 2.16303], [3.05434, -3.80395, 3.04609], [3.21200, -1.31153, 3.35617], [1.26734, 0.11901, 2.73300]],
  "spin_multiplicity": 6,
  "total_charge": -1,
  "homo_ev": [-2.81, -4.47],
  "relative_energy_kj_mol": 67.5
}


Record 2
{
  "formula": "C11H10F3NO7",
  "method": "ωB97M-V with the def2-TZVPD basis set",
  "elements": ["O", "C", "O", "N", "C", "C", "O", "C", "C", "F", "F", "F", "H", "H", "H", "H", "H", "H", "H", "H", "C", "C", "C", "O", "C", "C", "C", "O", "O", "O", "H", "H"],
  "positions_angstrom": [[0.70157, -3.99684, 0.62941], [1.38686, -3.25474, 1.29247], [2.73574, -3.18960, 1.15330], [0.93101, -2.34502, 2.26945], [-0.49968, -2.04013, 2.26070], [-0.85870, -1.13641, 1.09057], [-0.02888, -0.00509, 0.95187], [0.04996, 0.86313, 2.03021], [1.45932, 0.99756, 2.61748], [1.50842, 0.51991, 3.90558], [1.82946, 2.28660, 2.70849], [2.40729, 0.34864, 1.95241], [3.02112, -2.32853, 1.49556], [1.25687, -2.66205, 3.17378], [-0.70530, -1.53178, 3.20688], [-1.12565, -2.93647, 2.21090], [-0.78190, -1.66889, 0.14158], [-1.90552, -0.82828, 1.19707], [-0.61394, 0.57132, 2.84693], [-0.23773, 1.86600, 1.69711], [-1.49627, 2.16765, -4.43232], [-0.11230, 2.38403, -4.31926], [0.57046, 1.84535, -3.02060], [1.80077, 1.96388, -2.89454], [-0.26210, 1.25493, -2.03734], [-1.64522, 1.06157, -2.14225], [-2.31440, 1.52557, -3.47247], [-3.53206, 1.32150, -3.63216], [-2.36390, 0.54699, -1.25300], [0.59694, 2.96300, -5.16597], [-2.00805, 2.50772, -5.33061], [0.23579, 0.92847, -1.13122]],
  "spin_multiplicity": 1,
  "total_charge": -2,
  "homo_ev": 0.36
}


Record 3
{
  "formula": "C11H10F6N2O9RuS2",
  "method": "ωB97M-V with the def2-TZVPD basis set",
  "elements": ["Ru", "O", "C", "O", "C", "C", "C", "C", "C", "N", "C", "O", "O", "H", "H", "H", "H", "F", "C", "F", "F", "S", "O", "O", "N", "S", "O", "O", "C", "F", "F", "F", "C", "C", "O", "H", "H", "H", "H", "H", "H"],
  "positions_angstrom": [[0.37932, -0.06643, 0.08117], [-1.26096, 2.38264, -3.03685], [-0.64372, 1.57810, -2.21382], [-1.08647, 1.22196, -1.13080], [0.67438, 1.06402, -2.66127], [1.31468, 1.29533, -3.85946], [2.53258, 0.65358, -4.08646], [3.04647, -0.20769, -3.12756], [2.33769, -0.38994, -1.95379], [1.19628, 0.25562, -1.73530], [2.71350, -1.34316, -0.84544], [3.70911, -1.99766, -0.87661], [1.78845, -1.39815, 0.12226], [-2.11079, 2.66282, -2.65408], [0.87235, 1.95234, -4.59466], [3.06326, 0.81669, -5.01406], [3.97239, -0.74961, -3.26488], [1.65045, 1.60159, 4.19510], [1.65001, 0.55169, 3.40247], [2.52772, -0.33941, 3.81141], [2.00295, 0.94960, 2.15523], [-0.04026, -0.23430, 3.34817], [-0.03881, -0.84773, 1.98991], [-0.09580, -1.14962, 4.42311], [-1.09143, 0.91534, 3.43475], [-1.55865, 1.51464, 2.04892], [-2.45889, 0.66573, 1.30063], [-0.41531, 2.02285, 1.28277], [-2.57934, 2.95318, 2.58649], [-1.86798, 3.76911, 3.34081], [-2.96153, 3.57887, 1.47875], [-3.63090, 2.51472, 3.24582], [-2.14067, -3.53013, -0.11371], [-0.79785, -2.85607, -0.16314], [-1.01052, -1.41535, -0.46903], [-1.98971, -4.59004, 0.09188], [-2.67349, -3.43770, -1.05902], [-2.75563, -3.12922, 0.69463], [-0.17108, -3.21356, -0.97515], [-0.25357, -2.91433, 0.77491], [-1.79824, -1.11031, 0.02591]],
  "spin_multiplicity": 2,
  "total_charge": 1,
  "homo_ev": [-13.74, -13.73],
  "relative_energy_kj_mol": 118.7
}


Record 4
{
  "formula": "C11H10N2O4Pt",
  "method": "ωB97M-V with the def2-TZVPD basis set",
  "elements": ["Pt", "C", "O", "C", "O", "C", "O", "C", "O", "C", "H", "H", "C", "H", "H", "N", "C", "C", "C", "N", "C", "C", "H", "H", "H", "H", "H", "H"],
  "positions_angstrom": [[1.16133, 0.19094, -1.30436], [2.75836, -0.65223, -0.44599], [3.45054, -1.16374, 0.31863], [1.64164, 0.76855, -3.11645], [1.86204, 1.13273, -4.18677], [1.44566, 2.05529, -0.67072], [1.60777, 3.17877, -0.46113], [0.33125, -1.44655, -2.07942], [-0.14680, -2.30486, -2.68319], [-2.80770, 1.87572, -2.86898], [-3.32343, 0.92323, -2.70516], [-2.84340, 2.59944, -2.04750], [-2.08772, 2.10447, -3.97685], [-1.50371, 3.02294, -4.10215], [-1.98291, 1.34596, -4.76057], [-0.34044, -1.66475, 4.63485], [-0.19917, -1.23871, 3.35404], [-0.26826, -2.13967, 2.26807], [0.10200, -1.71654, 0.99546], [0.46303, -0.43840, 0.75962], [0.48530, 0.45632, 1.76593], [0.14473, 0.09900, 3.06556], [-0.48048, -2.64656, 4.83544], [-0.16895, -1.03061, 5.40642], [-0.53814, -3.18238, 2.42307], [0.17146, -2.43576, 0.17130], [0.85347, 1.46493, 1.55565], [0.21255, 0.84245, 3.85520]],
  "spin_multiplicity": 3,
  "total_charge": 2,
  "homo_ev": [-15.61, -15.36],
  "relative_energy_kj_mol": 40.4
}


Record 5
{
  "formula": "C11H10N2S",
  "method": "ωB97M-V with the def2-TZVPD basis set",
  "elements": ["N", "S", "C", "C", "C", "C", "C", "C", "C", "C", "C", "N", "C", "C", "H", "H", "H", "H", "H", "H", "H", "H", "H", "H"],
  "positions_angstrom": [[-3.30096, 0.86961, 2.44200], [-1.14677, -0.81773, -1.98845], [-3.59879, -0.23634, 1.78095], [-2.04498, 1.26310, 1.96235], [0.14709, -1.26048, -3.19982], [1.37074, -0.82466, -2.66215], [-0.01835, -0.19554, -0.85810], [-0.22060, 0.37487, 0.41654], [-1.60843, 0.35165, 1.02119], [0.79935, 0.83432, 1.15732], [1.29686, -0.31758, -1.35937], [-2.62280, -0.48039, 0.84105], [2.24811, 0.63711, 0.81825], [2.52179, -0.01138, -0.62503], [-4.48093, -0.79367, 1.81411], [-1.37314, 2.07671, 2.27955], [-0.07419, -1.65957, -4.20325], [2.31370, -0.88990, -3.13435], [0.64669, 1.08734, 2.25018], [-2.68810, -1.35664, 0.29113], [2.76687, 1.55845, 0.89970], [2.64293, 0.08350, 1.69339], [3.27148, 0.61940, -1.14206], [3.15243, -0.91219, -0.49513]],
  "spin_multiplicity": 1,
  "smiles": "C1=C(c2cnc[nH]2)c2sccc2CC1",
  "total_charge": 0,
  "homo_ev": -7.65,
  "relative_energy_kj_mol": 114.8
}


Record 6
{
  "formula": "C11H10N3O4",
  "method": "ωB97M-V with the def2-TZVPD basis set",
  "elements": ["O", "N", "O", "C", "N", "C", "C", "C", "C", "N", "H", "H", "H", "H", "H", "H", "C", "C", "C", "O", "C", "C", "C", "O", "H", "H", "H", "H"],
  "positions_angstrom": [[4.76600, -3.06328, 1.37222], [5.01866, -1.90858, 1.48605], [5.18296, -1.41940, 0.18453], [4.21677, -0.35425, 0.06680], [2.79254, -0.84234, 0.28480], [2.27902, -1.66748, -0.69185], [0.86944, -2.20712, -0.66282], [0.13197, -1.69997, 0.57312], [0.95392, -0.83897, 1.49782], [2.25980, -0.38906, 1.40164], [4.21132, 0.06785, -0.99959], [4.45713, 0.52504, 0.74831], [2.93724, -1.96509, -1.57020], [0.41968, -2.87761, -1.44556], [-0.94640, -1.93889, 0.80668], [0.41615, -0.48464, 2.44421], [-4.06359, 2.58688, 0.44387], [-3.88622, 1.30881, 0.78042], [-3.14070, 0.38184, -0.09631], [-2.97996, -0.78825, 0.21069], [-2.59782, 0.92487, -1.35971], [-2.77457, 2.20245, -1.69718], [-3.52068, 3.13100, -0.81981], [-3.68017, 4.29436, -1.12519], [-4.60748, 3.27984, 1.07339], [-4.27633, 0.89445, 1.70177], [-2.05415, 0.23128, -1.98931], [-2.38453, 2.61629, -2.61882]],
  "spin_multiplicity": 1,
  "total_charge": 1,
  "homo_ev": -12.81
}


Record 7
{
  "formula": "C11H10N4O7",
  "method": "ωB97M-V with the def2-TZVPD basis set",
  "elements": ["O", "O", "O", "O", "O", "N", "O", "O", "C", "C", "C", "C", "C", "C", "C", "C", "N", "N", "N", "C", "C", "C", "H", "H", "H", "H", "H", "H", "H", "H", "H", "H"],
  "positions_angstrom": [[-2.15086, 2.25480, 2.57413], [0.54187, 1.46417, 2.90641], [-0.56240, -3.35873, 1.53018], [-1.04700, -1.72026, 2.86967], [2.93746, 2.79432, -1.88841], [2.94879, 0.58106, -2.10163], [2.80339, -1.74625, -2.44218], [-2.41245, 0.34530, 1.35664], [-1.66624, 1.25507, 2.03648], [-0.20518, 0.99065, 2.04413], [0.37655, 0.04541, 1.10908], [0.15817, -1.31954, 1.03579], [2.45862, -0.62389, -1.74266], [1.27650, 0.45610, 0.06358], [1.59293, -0.69845, -0.64161], [1.81202, 1.66499, -0.35933], [0.86118, -1.76727, -0.07318], [-0.51995, -2.16918, 1.86290], [2.58460, 1.69169, -1.46056], [3.77655, -1.53663, -3.46281], [-4.39603, 1.26706, 0.44121], [-3.81671, 0.31388, 1.49488], [1.54716, 2.58200, 0.12920], [0.85783, -2.71272, -0.43862], [3.39417, -0.93430, -4.29547], [4.65052, -0.99793, -3.09570], [4.13767, -2.53630, -3.87201], [-3.96120, 0.98493, -0.51902], [-4.18369, 2.33666, 0.64023], [-5.48266, 1.15360, 0.42461], [-4.12931, 0.63293, 2.47790], [-4.18233, -0.69319, 1.39617]],
  "spin_multiplicity": 1,
  "smiles": "CCOC(=O)C(=O)c1c([N+](=O)[O-])[nH]c2c(OC)n[n+]([O-])cc12",
  "total_charge": 0,
  "homo_ev": -8.69,
  "relative_energy_kj_mol": 0.0
}


Record 8
{
  "formula": "C11H11Cl2EuO3PTl",
  "method": "ωB97M-V with the def2-TZVPD basis set",
  "elements": ["Eu", "Tl", "Cl", "Cl", "C", "C", "C", "O", "O", "O", "C", "P", "C", "C", "C", "C", "C", "C", "C", "H", "H", "H", "H", "H", "H", "H", "H", "H", "H", "H"],
  "positions_angstrom": [[-1.74454, -0.76343, -3.11189], [2.96488, -0.04578, -0.09051], [-1.68310, -3.26261, -2.68261], [2.40442, 1.78701, -1.95939], [2.04285, 3.04266, 0.31694], [0.16875, -1.61981, -4.75770], [-0.03176, 0.96162, -4.37067], [2.16147, 4.15431, 0.08951], [0.93651, -1.87329, -5.57343], [0.52531, 1.51306, -5.21481], [-2.52231, -1.31137, 0.46702], [-1.14457, -0.30575, -0.23809], [-1.88292, 1.37523, -0.18882], [0.00434, -0.31313, 1.16210], [0.49013, -1.55927, 1.62599], [1.43372, -1.60939, 2.64684], [1.93284, -0.42649, 3.19427], [1.46429, 0.80413, 2.74466], [0.49898, 0.86123, 1.75053], [-3.24868, -1.57788, -0.31728], [-3.01900, -0.75410, 1.27197], [-2.11397, -2.24630, 0.86909], [-2.27918, 1.57388, 0.81508], [-1.12014, 2.12038, -0.45058], [-2.70493, 1.44607, -0.91817], [0.10571, -2.48998, 1.19800], [1.77665, -2.57656, 3.04541], [2.65331, -0.47297, 4.01517], [1.83257, 1.73132, 3.20267], [0.09839, 1.83720, 1.45870]],
  "spin_multiplicity": 7,
  "total_charge": 4,
  "homo_ev": [-23.48, -23.57],
  "relative_energy_kj_mol": 61.6
}


Please write out number 1 again, unchanged.
{
  "formula": "C11H10CrN2O4S",
  "method": "ωB97M-V with the def2-TZVPD basis set",
  "elements": ["Cr", "O", "N", "C", "C", "C", "C", "C", "S", "H", "H", "H", "H", "O", "C", "O", "H", "O", "N", "C", "C", "C", "C", "C", "H", "H", "H", "H", "H"],
  "positions_angstrom": [[-0.48173, -0.65662, 0.19325], [0.17041, 1.31844, -0.30217], [-0.53711, 2.13438, -1.03246], [0.03374, 3.30697, -1.38368], [-0.63222, 4.24546, -2.12620], [-1.93467, 3.97537, -2.54261], [-2.50401, 2.77183, -2.18900], [-1.81992, 1.82210, -1.41751], [-2.53556, 0.34823, -0.93416], [1.04435, 3.42778, -1.02695], [-0.13648, 5.17221, -2.37892], [-2.48869, 4.69548, -3.13008], [-3.50780, 2.52776, -2.50385], [0.30218, -0.75643, -2.73473], [0.47344, -1.86559, -2.23407], [0.33922, -2.19937, -1.00425], [0.84067, -2.68969, -2.88821], [-1.02793, -0.72177, 2.11960], [0.10799, -1.47545, 2.03589], [-0.01457, -2.86430, 1.95775], [1.01958, -3.68328, 2.28601], [2.23269, -3.15490, 2.77937], [2.31945, -1.76614, 2.94588], [1.27993, -0.95133, 2.60208], [-0.97379, -3.21394, 1.61071], [0.89716, -4.75075, 2.16303], [3.05434, -3.80395, 3.04609], [3.21200, -1.31153, 3.35617], [1.26734, 0.11901, 2.73300]],
  "spin_multiplicity": 6,
  "total_charge": -1,
  "homo_ev": [-2.81, -4.47],
  "relative_energy_kj_mol": 67.5
}